# 1
This record from the OMol25 dataset describes C16H19BrN6O5SV as an isolated structure in a non-equilibrium geometry. The level of theory is the ωB97M-V functional and the def2-TZVPD basis.

As for the charge: +2. The spin multiplicity is 2. The calculation puts the largest force on an atom at 0.0939 Eh/bohr. The value obtained for the gap between HOMO and LUMO (spin up / spin down) is 6.58 / 7.11 eV. Its HOMO energy (spin up / spin down) is -14.7 / -14.7 eV.

Cartesian coordinates (Å):
V  -0.08  0.51  0.45
C  -3.69  -3.41  0.77
C  -2.64  -2.65  1.52
C  -2.56  -2.67  2.91
C  -1.55  -1.98  3.56
C  -0.67  -1.23  2.81
Br  0.73  -0.33  3.67
N  -0.74  -1.16  1.46
C  -1.70  -1.89  0.85
H  -4.28  -4.03  1.44
H  -3.26  -4.05  0.00
H  -4.38  -2.72  0.27
H  -3.28  -3.23  3.49
H  -1.44  -2.01  4.63
H  -1.72  -1.84  -0.23
N  2.35  -1.70  0.75
C  2.80  -0.43  0.81
C  4.17  -0.19  1.01
C  4.64  1.09  1.06
C  3.73  2.16  0.92
C  2.42  1.87  0.73
N  1.93  0.59  0.66
H  2.98  -2.46  0.92
H  1.38  -1.91  0.58
H  4.84  -1.04  1.11
H  5.69  1.29  1.21
H  4.06  3.18  0.97
H  1.69  2.66  0.65
C  0.18  -1.14  -3.80
N  0.06  0.21  -3.24
C  -0.11  1.32  -4.02
C  -0.31  2.54  -3.48
C  -0.33  2.67  -2.06
N  0.02  1.58  -1.33
C  0.12  0.38  -1.90
O  0.27  -0.59  -1.09
N  -0.66  3.78  -1.44
H  0.05  -1.10  -4.88
H  -0.58  -1.79  -3.38
H  1.16  -1.56  -3.57
H  -0.10  1.16  -5.09
H  -0.47  3.40  -4.11
H  -0.92  4.59  -1.98
H  -0.91  3.77  -0.46
O  -2.53  1.18  2.57
S  -1.95  1.72  1.40
O  -2.02  3.10  1.04
O  -2.08  0.83  0.21
O  -0.32  1.53  1.64

# 2
This record from the OMol25 dataset describes C16H19Cl2IrN7OS2 as an isolated structure. The level of theory is the ωB97M-V functional and the def2-TZVPD basis.

As for the charge: +2. The spin multiplicity is 2. The calculation puts the largest force on an atom at 0.0176 Eh/bohr. The energy relative to the best compared isomer or geometry (same formula, charge and spin) comes out at 6.8 kcal per mole. The value obtained for the gap between HOMO and LUMO (spin up / spin down) is 7.77 / 5.61 eV. Its HOMO energy (spin up / spin down) is -14.4 / -14.3 eV.

Cartesian coordinates (Å):
Ir  -0.32  0.21  -0.76
C  3.84  1.55  3.13
C  3.87  2.42  1.88
N  3.42  1.70  0.68
C  2.16  1.36  0.46
S  1.86  0.45  -1.07
N  1.21  1.70  1.30
N  -0.04  1.35  0.91
C  -1.03  1.44  1.73
C  -0.87  1.88  3.14
C  -2.34  1.08  1.14
C  -3.55  1.27  1.78
C  -4.73  0.98  1.10
C  -4.67  0.54  -0.21
C  -3.44  0.37  -0.80
N  -2.31  0.63  -0.15
H  4.25  2.12  3.96
H  4.45  0.66  2.99
H  2.83  1.25  3.39
H  4.88  2.76  1.67
H  3.23  3.30  2.00
H  4.11  1.40  0.01
H  0.08  1.51  3.53
H  -1.68  1.50  3.76
H  -0.85  2.97  3.21
H  -3.58  1.64  2.79
H  -5.68  1.12  1.59
H  -5.57  0.31  -0.77
H  -3.33  0.02  -1.82
Cl  -0.68  2.23  -2.17
C  -0.41  2.00  -3.95
Cl  -1.67  1.02  -4.65
H  0.56  1.54  -4.06
H  -0.46  3.01  -4.34
O  -1.44  -2.53  2.14
C  -0.91  -1.92  1.30
N  -0.33  -1.30  0.46
S  -0.67  -1.25  -2.60
C  0.28  -2.66  -2.30
N  -0.20  -3.81  -2.85
C  0.46  -4.98  -2.76
C  1.64  -5.02  -2.08
C  2.09  -3.81  -1.54
N  1.43  -2.67  -1.65
H  -1.09  -3.77  -3.33
H  -0.01  -5.84  -3.23
H  2.19  -5.94  -1.97
H  3.03  -3.77  -1.00

# 3
This record from the OMol25 dataset describes an isolated molecule of C16H19Cl2N3O2S. The level of theory is the ωB97M-V functional and the def2-TZVPD basis.

The calculation puts the largest force on an atom at 0.0118 Eh/bohr. As for the SMILES: O=C([C@@H]1CCCO1)N1CCN(C(=S)Nc2ccc(Cl)c(Cl)c2)CC1. The value obtained for the gap between HOMO and LUMO is 8.74 eV. Its HOMO energy is -8.2 eV.

Cartesian coordinates (Å):
O  -0.30  -1.59  -2.00
C  -0.51  -1.95  -0.86
C  -1.90  -2.43  -0.40
C  -2.95  -2.06  -1.43
C  -3.31  -0.64  -1.00
C  -3.20  -0.73  0.53
O  -2.28  -1.79  0.81
N  0.48  -1.96  0.07
C  0.39  -2.37  1.45
C  0.32  -1.13  2.35
N  1.06  -0.04  1.74
C  0.88  1.21  2.21
S  -0.01  1.51  3.57
N  1.50  2.25  1.56
C  1.49  2.51  0.19
C  2.33  3.50  -0.32
C  2.33  3.79  -1.66
C  1.50  3.10  -2.53
Cl  1.51  3.48  -4.21
C  0.64  2.13  -2.03
Cl  -0.44  1.29  -3.09
C  0.64  1.83  -0.68
C  2.20  -0.46  0.95
C  1.74  -1.31  -0.25
H  -1.85  -3.51  -0.21
H  -2.55  -2.10  -2.44
H  -3.81  -2.72  -1.35
H  -4.30  -0.33  -1.32
H  -2.57  0.06  -1.39
H  -2.83  0.19  0.99
H  -4.16  -0.99  0.98
H  1.28  -2.96  1.67
H  -0.49  -2.98  1.61
H  -0.72  -0.81  2.47
H  0.72  -1.35  3.35
H  1.57  3.08  2.14
H  2.97  4.05  0.36
H  2.98  4.56  -2.05
H  -0.05  1.09  -0.31
H  2.76  0.41  0.60
H  2.86  -1.06  1.59
H  2.50  -2.07  -0.49
H  1.58  -0.70  -1.14

# 4
This record from the OMol25 dataset describes C16H19ClIN3O2PTl as an isolated structure in a non-equilibrium geometry. The level of theory is the ωB97M-V functional and the def2-TZVPD basis.

As for the charge: +2. The calculation puts the largest force on an atom at 0.0771 Eh/bohr. The energy relative to the best compared isomer or geometry (same formula, charge and spin) comes out at 0.0 kcal per mole. The value obtained for the gap between HOMO and LUMO (spin up / spin down) is 6.45 / 6.45 eV. Its HOMO energy (spin up / spin down) is -14.1 / -14.1 eV.

Cartesian coordinates (Å):
C  -4.13  1.93  -6.19
C  -3.26  0.91  -5.53
H  -5.05  1.44  -6.55
H  -3.59  2.38  -7.04
H  -4.39  2.72  -5.45
O  -3.24  -0.28  -5.53
I  0.51  4.08  -4.62
Tl  -1.48  2.16  -4.13
P  1.11  -0.88  -2.16
C  1.31  -2.70  -2.18
C  0.43  -0.60  -3.83
H  2.80  0.85  -2.27
H  3.37  -0.75  -2.83
H  3.26  -0.40  -1.09
C  2.79  -0.22  -2.06
H  0.67  0.42  -4.17
H  0.89  -1.30  -4.54
H  2.01  -2.94  -2.99
H  0.33  -3.17  -2.38
H  -0.66  -0.76  -3.83
H  1.70  -3.08  -1.22
C  -0.08  -0.83  -0.71
O  -1.28  -0.92  -0.88
Cl  0.31  1.77  -1.77
N  -1.18  1.28  9.10
C  -0.85  1.03  8.00
C  -0.46  0.69  6.66
C  -1.35  0.92  5.61
C  -0.98  0.59  4.29
C  0.27  0.01  4.06
C  1.16  -0.22  5.11
C  0.79  0.12  6.41
N  0.63  -0.34  2.74
C  1.88  -0.84  2.32
C  1.81  -1.09  1.01
N  0.51  -0.72  0.58
C  -0.18  -0.26  1.66
H  -2.34  1.35  5.80
H  -1.67  0.79  3.47
H  2.15  -0.64  4.91
H  1.47  -0.08  7.24
H  2.71  -0.95  2.98
H  2.51  -1.56  0.34
H  -1.20  0.07  1.64

# 5
This record from the OMol25 dataset describes C16H19F6MoN5O7S4 as an isolated structure. The level of theory is the ωB97M-V functional and the def2-TZVPD basis.

As for the charge: +2. The spin multiplicity is 3. The calculation puts the largest force on an atom at 0.0136 Eh/bohr. The energy relative to the best compared isomer or geometry (same formula, charge and spin) comes out at 0.0 kcal per mole. The value obtained for the gap between HOMO and LUMO (spin up / spin down) is 5.28 / 5.70 eV. Its HOMO energy (spin up / spin down) is -13.8 / -13.8 eV.

Cartesian coordinates (Å):
Mo  0.18  0.62  0.64
N  7.38  -3.28  1.29
C  6.22  -2.71  0.97
C  5.31  -3.37  0.10
C  4.13  -2.79  -0.24
C  3.80  -1.53  0.30
C  4.68  -0.86  1.16
C  5.87  -1.44  1.49
S  2.32  -0.85  -0.11
O  2.26  0.64  0.25
O  1.85  -1.17  -1.42
N  1.08  -1.28  0.92
C  1.30  -1.02  2.27
N  2.08  -1.71  3.07
C  2.13  -1.28  4.33
C  1.43  -0.16  4.79
C  0.66  0.53  3.89
N  0.59  0.08  2.62
H  7.65  -4.17  0.90
H  8.05  -2.82  1.88
H  5.58  -4.33  -0.31
H  3.45  -3.28  -0.93
H  4.43  0.12  1.54
H  6.57  -0.92  2.13
H  2.76  -1.84  5.01
H  1.50  0.16  5.82
H  0.09  1.41  4.14
F  -0.86  4.80  -2.34
C  -1.32  3.66  -1.92
F  -2.36  3.82  -1.12
F  -1.65  2.88  -2.93
S  0.05  2.79  -0.95
O  -0.48  2.63  0.46
O  0.08  1.36  -1.42
N  1.37  3.46  -1.14
S  1.81  4.88  -0.43
O  0.70  5.49  0.20
O  2.68  5.55  -1.32
C  2.85  4.16  0.93
F  3.95  3.61  0.44
F  2.14  3.19  1.56
F  3.14  5.10  1.80
C  -5.32  0.15  -0.87
C  -4.14  -0.19  0.04
S  -2.61  0.09  -0.85
O  -1.54  -0.17  0.30
C  -2.43  -1.37  -1.89
C  -2.20  -2.66  -1.13
H  -6.24  0.08  -0.27
H  -5.42  -0.55  -1.70
H  -5.25  1.16  -1.26
H  -4.15  -1.22  0.39
H  -4.08  0.48  0.89
H  -1.61  -1.12  -2.56
H  -3.35  -1.37  -2.48
H  -1.32  -2.60  -0.49
H  -2.03  -3.45  -1.86
H  -3.06  -2.95  -0.53

> Which formula does entry 5 have?

C16H19F6MoN5O7S4